Record 1
Molecular formula: C35H30FLuN9O3
Method: DFT, ωB97M-V with the def2-TZVPD basis set

Geometry as XYZ:
```
79
Properties=species:S:1:pos:R:3:forces:R:3:lowdin_charge:R:1
Lu -1.958254 0.005732 18.500244 -1.07 1.46 -1.12 1.88
C 1.921824 0.484925 16.224613 1.36 0.49 -0.15 -0.06
C 0.585738 0.365171 16.501960 -0.49 -0.82 0.96 -0.06
N 0.248134 -0.055490 17.730650 0.11 0.40 1.21 -0.01
C 1.195700 -0.209413 18.727734 -0.73 0.28 -2.34 -0.17
C 2.529017 -0.106910 18.359717 0.37 0.49 0.06 -0.03
N 2.884212 0.248874 17.132769 -0.69 0.03 -0.83 0.14
C 0.709841 -0.506662 20.063747 0.92 -1.51 2.64 -0.18
C 1.594887 -0.934767 21.106731 -1.14 0.69 -0.43 0.10
C 1.066493 -1.249156 22.373228 -1.50 0.56 -0.62 -0.09
C -0.368398 -1.292792 22.507946 0.41 -0.11 -0.96 0.10
C -1.185972 -1.054292 21.377463 1.72 0.43 0.97 -0.17
N -0.616249 -0.528419 20.265150 -0.18 -0.98 -0.63 -0.01
C -2.647484 -1.283624 21.296780 -0.66 0.32 -0.41 -0.17
C -3.363721 -2.015305 22.240525 -0.54 0.43 -0.38 -0.02
N -4.710284 -2.102949 22.211944 1.51 0.42 -0.65 0.15
C -5.302313 -1.504299 21.175583 -0.46 -0.21 1.69 -0.06
C -4.633509 -0.867484 20.149294 0.94 -0.39 -0.39 -0.05
N -3.290419 -0.761393 20.201761 -0.33 -0.71 1.04 -0.02
C 1.940362 -1.480266 23.525681 1.62 -0.28 0.34 -0.17
C 3.275653 -1.002707 23.556603 -0.67 0.01 -0.39 0.01
C 4.075112 -1.277429 24.658826 -0.17 0.47 -1.35 -0.13
N 3.627570 -1.890503 25.708770 -0.56 -1.38 1.60 0.09
C 2.404867 -2.430791 25.695322 0.01 0.10 0.08 -0.08
C 1.556515 -2.287929 24.598579 -0.06 0.38 0.20 0.00
H 2.218201 0.844494 15.244865 0.25 -0.16 0.09 0.13
H -0.215097 0.556455 15.775748 0.38 -0.12 0.35 0.13
H 3.365536 -0.223645 19.049166 -0.36 -0.12 -0.01 0.13
H 2.673758 -0.961510 20.983871 -0.30 -0.03 -0.21 0.11
H -0.795107 -1.521141 23.483513 0.02 -0.04 -0.34 0.12
H -2.831067 -2.498818 23.037087 -0.05 -0.25 0.32 0.12
H -6.363963 -1.472905 21.323788 -0.52 -0.04 -0.77 0.13
H -5.126872 -0.517117 19.245582 0.05 0.09 0.45 0.11
H 3.722867 -0.411260 22.760769 -0.28 -0.08 0.04 0.11
H 5.118440 -1.017287 24.639862 0.25 0.34 0.14 0.12
H 2.104329 -2.999431 26.596765 0.17 0.41 -0.71 0.13
H 0.596163 -2.768697 24.580832 -0.22 -0.23 0.17 0.11
F -0.566358 5.552613 22.523865 0.02 0.19 -1.68 0.06
C -1.088391 5.592620 21.234818 -0.31 0.56 1.13 -0.13
C -1.126988 4.470781 20.476440 -0.66 0.06 0.42 0.09
C -2.055251 4.333355 19.425486 0.06 1.71 -1.14 -0.06
C -2.318394 3.085160 18.826214 0.24 -0.44 0.00 -0.23
O -1.683380 2.022526 19.253458 -1.03 0.38 -0.95 -0.16
C -3.326912 3.067308 17.798390 0.56 -1.49 1.44 -0.05
C -4.033856 4.139220 17.413239 0.97 2.48 -0.52 0.09
N -3.710053 5.398953 17.891696 1.38 -0.77 0.79 0.04
C -4.060729 6.643128 17.230574 -0.03 -0.08 -1.01 -0.26
C -5.086998 7.548731 17.801174 -0.37 1.14 1.85 -0.13
C -5.423497 6.801844 16.603772 -0.20 -1.22 -1.09 -0.08
C -2.714874 5.503365 18.922911 -1.42 -1.00 0.92 -0.05
C -2.565111 6.685178 19.681550 0.37 1.57 -0.35 0.08
C -1.783988 6.789426 20.861225 -0.26 -2.81 -2.51 -0.17
N -1.721900 7.903363 21.590939 0.40 1.38 1.38 -0.10
C -0.463867 8.449770 22.095131 -0.80 0.09 -1.26 -0.11
C -0.515619 8.705916 23.556806 0.21 -1.28 0.78 -0.11
N -1.642187 9.677914 23.833455 0.31 -1.18 0.84 0.09
C -2.950486 9.089654 23.302293 -0.97 -0.51 1.53 -0.08
C -2.901329 8.679867 21.863610 0.32 -0.07 -1.06 -0.14
C -3.539096 1.666644 17.366773 0.39 -2.48 -0.96 -0.59
O -4.327579 0.876658 17.971855 1.40 1.25 -0.36 -0.03
O -2.607547 1.165609 16.596334 -0.54 0.47 1.49 -0.12
H -0.608864 3.597380 20.775873 0.37 -0.68 0.46 0.13
H -4.707131 4.049382 16.564965 -0.18 0.41 0.33 0.17
H -3.266498 7.106885 16.628257 -0.03 -0.50 0.63 0.17
H -4.910878 8.615118 17.656666 -0.06 -0.24 0.23 0.12
H -5.566534 7.294825 18.758103 0.31 0.01 -0.52 0.13
H -5.363807 7.411337 15.701195 -0.51 -0.67 -0.02 0.13
H -6.090997 5.914941 16.651781 0.31 1.06 -0.18 0.13
H -2.997070 7.633350 19.279212 0.24 -1.01 0.54 0.13
H -0.275317 9.409114 21.550924 0.12 -0.52 0.30 0.16
H 0.321919 7.754502 21.853585 0.42 -0.05 0.01 0.14
H 0.451536 9.078997 23.852333 0.08 0.78 0.39 0.14
H -0.647643 7.772259 24.171479 -0.35 0.89 -0.72 0.16
H -1.372976 10.557064 23.380254 -0.38 0.21 0.49 0.19
H -1.684657 9.724685 24.888131 -0.22 0.75 -1.41 0.21
H -3.785924 9.815094 23.369324 0.69 -0.24 0.59 0.15
H -3.132837 8.196627 23.983546 0.09 1.16 -0.87 0.17
H -2.979614 9.574583 21.218880 0.03 -0.19 0.09 0.15
H -3.741143 8.010157 21.632489 -0.11 0.55 0.29 0.15
```
Positions in Å, forces in eV/Å.

HOMO ... -15.242 eV
Total energy ... -3404.9057 a.u.
Multiplicity ... 1
Frontier orbital gap ... 6.84 eV
Total charge ... +3

---

Record 2
Molecular formula: C2H8O3
Method: DFT, ωB97M-V with the def2-TZVPD basis set

Geometry as XYZ:
```
13
Properties=species:S:1:pos:R:3:forces:R:3:lowdin_charge:R:1
C -2.343780 -0.237406 -1.978089 1.26 -0.27 0.07 0.00
C -1.593672 0.529035 -1.196182 -1.56 0.62 -0.45 -0.28
O -2.103787 1.437797 -0.312072 1.27 0.12 0.63 -0.02
H -1.742145 -0.820240 -2.663360 -0.55 -0.31 -0.19 0.05
H -3.415907 -0.328573 -1.912371 -0.06 0.05 -0.11 0.06
H -0.521288 0.585604 -1.309237 0.07 0.02 0.32 0.11
H -3.032553 1.617589 -0.430792 -0.43 -0.27 -0.30 0.10
H -1.854714 0.304290 2.283671 -0.99 -0.26 -0.41 0.01
H -0.491640 0.717016 1.830267 0.41 0.21 -0.68 0.01
O -1.013595 0.577166 2.606917 0.57 0.09 1.13 -0.04
H 5.572874 -1.378969 0.368201 0.19 -0.37 0.06 0.03
H 6.534566 -1.867660 1.523683 -0.24 -0.07 -0.40 0.03
O 6.005646 -1.135651 1.189365 0.04 0.44 0.34 -0.06
```
Positions in Å, forces in eV/Å.

HOMO ... -9.502 eV
Total energy ... -306.6747 a.u.
Multiplicity ... 1
Frontier orbital gap ... 10.24 eV
Total charge ... 0
SMILES ... C=CO.O.O

---

Record 3
Molecular formula: C21H27AsEuN9O2S6
Method: DFT, ωB97M-V with the def2-TZVPD basis set

Geometry as XYZ:
```
67
Properties=species:S:1:pos:R:3:forces:R:3:lowdin_charge:R:1
Eu -0.285619 -0.093539 0.847269 -1.90 0.46 0.13 1.21
C 4.063081 1.026227 3.284877 -0.21 -0.62 0.89 -0.02
C 2.664985 0.744622 2.854901 0.27 0.34 -3.43 -0.28
N 2.263039 0.649045 1.614499 0.28 -1.40 0.86 0.03
N 3.213836 0.289983 0.635790 0.21 0.75 2.25 -0.02
C 3.057235 0.682480 -0.635449 -2.07 0.57 -0.32 -0.89
N 4.148897 0.629478 -1.389239 2.27 -1.16 -1.20 0.06
S 1.571615 1.182490 -1.283854 1.25 -0.16 0.46 0.66
C 1.671945 0.792959 3.875051 -2.41 0.77 1.43 -0.35
C 1.856642 0.051730 5.021412 0.58 -0.91 0.24 -0.08
C 1.049193 0.282800 6.119747 -0.97 -0.19 0.16 -0.08
C -0.093829 1.052971 5.968617 0.88 0.37 -0.84 -0.03
C -0.257923 1.703228 4.719762 0.01 -1.04 1.08 -0.15
N 0.604102 1.610994 3.727570 0.94 -0.02 -0.37 0.11
H 4.666888 0.130911 3.326849 0.42 -0.32 -0.03 0.08
H 3.997070 1.412781 4.318475 0.33 0.00 -0.69 0.10
H 4.487193 1.731005 2.597612 0.46 0.46 -0.25 0.08
H 4.099046 -0.053552 1.009047 -0.16 0.30 -0.46 0.14
H 4.930569 -0.001882 -1.108554 -0.94 0.91 -0.38 0.12
H 3.991098 0.711163 -2.397986 0.06 -0.08 0.76 0.10
H 2.517811 -0.833277 5.020408 0.13 0.89 0.16 0.13
H 1.243306 -0.211223 7.065393 -0.07 -0.20 -0.16 0.11
H -0.813495 1.119449 6.769978 -0.11 0.24 -0.10 0.11
H -1.138230 2.272892 4.536964 -0.59 0.34 -0.22 0.08
S -3.720826 -2.877625 1.642139 0.95 0.33 -0.54 -0.18
As -2.844993 -1.372834 3.000672 -2.28 0.00 0.02 -0.53
S -2.974864 0.726047 2.211985 0.65 -0.55 0.04 -0.24
S -0.712896 -1.636199 3.355322 0.73 -0.38 -0.21 -0.18
S -4.226048 -1.684536 4.638220 0.91 0.51 0.26 -0.33
N -1.607290 2.517714 -3.592706 -0.07 0.17 -1.86 0.16
C -1.373749 1.385754 -4.360820 0.61 -0.21 -0.89 -0.18
C -1.408022 1.220555 -5.756968 -0.41 -2.48 1.17 -0.01
C -1.311216 -0.154550 -6.182526 -0.41 2.62 -0.26 -0.10
C -1.039744 -1.187621 -5.305638 1.06 0.12 0.15 -0.10
C -0.749956 -0.916020 -3.967639 -0.94 -1.04 0.62 -0.01
C -1.007608 0.334025 -3.455927 -0.89 2.76 -0.10 -0.20
N -1.070645 0.899733 -2.156286 0.35 -0.32 -0.41 0.06
C -1.422050 2.146879 -2.302340 0.86 0.71 0.84 -0.33
C -1.562295 3.137037 -1.193272 -0.26 -0.39 -0.81 -0.34
C -2.181471 4.362795 -1.262342 -1.43 -0.11 -0.44 -0.35
S -2.600958 4.866366 0.351827 1.45 -0.17 -0.67 1.00
C -1.571747 3.608765 0.945390 0.73 -0.55 0.27 -0.48
N -1.150791 2.739559 0.042539 -0.36 1.21 1.44 0.00
H -1.709903 3.440189 -4.041104 0.00 -0.84 1.01 0.17
H -1.686866 1.992147 -6.453651 0.05 0.18 -0.06 0.09
H -1.528325 -0.276415 -7.238121 0.24 -0.54 0.05 0.09
H -0.897459 -2.202716 -5.670409 -0.23 0.18 0.03 0.10
H -0.569727 -1.734951 -3.282433 0.20 0.03 0.04 0.10
H -2.643371 4.881542 -2.138474 0.47 -0.79 0.95 0.08
H -1.176146 3.667357 1.987842 -0.80 -0.59 -0.95 0.09
C -3.575768 -0.497571 -1.303860 0.45 0.71 0.79 -0.18
O -2.498529 -1.050947 -0.552201 -0.48 -0.81 -0.32 -0.38
H -3.175153 0.466462 -1.688429 -0.93 -0.77 0.06 0.06
H -4.467856 -0.337259 -0.665642 0.49 0.10 -0.17 0.07
H -3.854466 -1.193006 -2.089236 -0.06 0.06 -0.52 0.07
H -2.917966 -1.850112 -0.100914 0.56 0.50 0.47 -0.09
C 1.778882 -3.345980 -2.412403 1.34 -0.75 0.13 -0.08
N 1.332853 -3.993976 -1.180364 -0.26 -0.20 0.29 0.01
C 0.547864 -3.402578 -0.205584 0.93 1.85 -0.04 -0.55
N 0.158125 -4.176309 0.819352 -0.18 1.49 -1.16 0.21
O 0.343753 -2.162787 -0.231930 0.18 -1.66 -0.45 -0.18
H 1.575642 -2.296314 -2.349885 -0.50 0.53 0.08 0.05
H 1.311962 -3.787071 -3.307903 0.08 0.22 0.33 0.08
H 2.913278 -3.389791 -2.552634 -1.36 -0.29 0.34 0.09
H 1.540055 -4.964563 -0.991408 0.05 0.18 -0.55 0.12
H 0.512741 -5.072762 0.912773 0.40 -1.72 0.30 0.08
H -0.284892 -3.712149 1.585838 -0.56 0.39 0.76 0.02
```
Positions in Å, forces in eV/Å.

HOMO (spin up / spin down) ... -2.153 / -2.154 eV
Total energy ... -6795.1067 a.u.
Multiplicity ... 8
Frontier orbital gap (spin up / spin down) ... 3.57 / 3.57 eV
Total charge ... -1

---

Record 4
Molecular formula: C3H6O3
Method: DFT, ωB97M-V with the def2-TZVPD basis set

Geometry as XYZ:
```
12
Properties=species:S:1:pos:R:3:forces:R:3:lowdin_charge:R:1
O 1.907940 -1.781068 -0.709871 -1.18 -0.49 0.60 0.02
C 0.706594 -1.645094 -0.795279 0.58 1.49 -2.74 -0.30
C -0.201617 -2.336154 -1.865382 2.75 1.87 -0.26 -0.05
H 0.228182 -0.678639 -0.450546 0.12 -0.81 0.69 0.11
H 0.304528 -3.237625 -2.229753 -0.42 0.29 -0.15 0.08
H -1.092672 -2.495065 -1.368383 -2.19 -0.71 0.57 0.03
H -0.359436 -1.506806 -2.671800 0.32 -1.62 1.30 0.12
O -1.590506 2.609143 1.494528 1.90 -0.24 -0.24 0.06
C -0.527848 3.031030 1.887882 -1.55 1.88 2.00 -0.37
O 0.472404 2.366592 2.527527 -0.47 1.69 -0.72 0.08
H -0.355946 4.136406 2.073058 -0.03 -0.91 -0.64 0.15
H 0.508376 1.537280 2.108019 0.17 -2.43 -0.40 0.07
```
Positions in Å, forces in eV/Å.

HOMO ... -9.984 eV
Total energy ... -343.5864 a.u.
Multiplicity ... 1
Frontier orbital gap ... 10.51 eV
Total charge ... 0
SMILES ... CC=O.O=CO

---

Record 5
Molecular formula: AlN2O6
Method: DFT, ωB97M-V with the def2-TZVPD basis set

Geometry as XYZ:
```
9
Properties=species:S:1:pos:R:3:forces:R:3:lowdin_charge:R:1
Al -1.639929 -0.058274 -1.346647 0.10 -0.03 0.06 1.14
N 0.463188 -3.251068 -0.164980 0.55 -0.02 1.12 -0.56
O 1.595199 -3.300984 0.331186 -0.48 -0.03 -0.47 0.26
O 0.151332 -2.167483 -0.688984 -0.21 0.15 -0.30 -0.02
O -0.300961 -4.179030 -0.058397 0.04 0.23 -0.36 0.24
N -0.070581 3.236142 0.482974 0.22 0.92 0.03 -0.55
O -0.376725 4.410135 0.299595 0.12 -0.84 0.10 0.25
O -0.748409 2.326479 -0.011739 0.25 -0.18 0.17 -0.01
O 0.926882 2.984082 1.156988 -0.58 -0.20 -0.36 0.25
```
Positions in Å, forces in eV/Å.

HOMO ... -13.700 eV
Total energy ... -802.5813 a.u.
Multiplicity ... 1
Frontier orbital gap ... 2.22 eV
Total charge ... +1